Record 1
This record from the Open Molecules 2025 dataset describes C10H10N2O2 in the gas phase in a non-equilibrium geometry. The level of theory is ωB97M-V/def2-TZVPD.

Summary:
**HOMO-LUMO gap**: 7.51 eV
**Structure (SMILES)**: C=C/C=C\C=C(/c1ccc[nH]1)[N+](=O)[O-]
**DFT total energy**: -17602.5723 eV
**LUMO energy**: -0.02149 hartree
**Energy relative to the best compared isomer or geometry (same formula, charge and spin)**: 137.66 kcal/mol

Structure (ORCA input):
```
! RIJCOSX wB97M-V def2-TZVPD def2/J DEFGRID3
* xyz 0 1
C 2.54165 -1.14615 -0.43083
C 1.71125 -0.81579 0.54550
C 0.55278 -1.59558 0.98204
C -0.57226 -1.91791 0.33995
C -1.06026 -1.57154 -0.98601
C -1.43416 -0.38590 -1.51982
C -1.38602 0.90966 -0.88631
C -1.43522 2.19824 -1.39547
C -1.30973 3.08263 -0.31738
C -1.18839 2.32617 0.82067
N -1.23344 1.02160 0.47067
N -1.93039 -0.45352 -2.88209
O -1.93475 -1.53785 -3.43137
O -2.32025 0.56350 -3.40873
H 3.42173 -0.56554 -0.64088
H 2.35411 -1.99658 -1.06413
H 1.94921 0.02912 1.18315
H 0.66779 -1.97809 1.99424
H -1.24224 -2.61168 0.84325
H -1.25503 -2.43557 -1.61715
H -1.54953 2.46862 -2.42380
H -1.30082 4.15301 -0.37151
H -1.05798 2.62949 1.83951
H -1.19104 0.23678 1.10073
*
```

---

Record 2
This record from the Open Molecules 2025 dataset describes a 2-piece molecular cluster, C4H12OS2 overall in a non-equilibrium geometry. The level of theory is ωB97M-V/def2-TZVPD.

Summary:
**HOMO-LUMO gap**: 8.82 eV
**Structure (SMILES)**: CCCSSC.O
**DFT total energy**: -28060.4002 eV
**LUMO energy**: 0.02199 hartree
**Energy relative to the best compared isomer or geometry (same formula, charge and spin)**: 10.74 kcal/mol

Structure (ORCA input):
```
! RIJCOSX wB97M-V def2-TZVPD def2/J DEFGRID3
* xyz 0 1
C -0.99048 -0.29744 -2.95822
C -1.87416 -0.97470 -1.91407
C -1.76790 -0.37042 -0.51317
S -0.09506 -0.47792 0.15467
S 0.41003 1.50534 0.44509
C 2.06170 1.52746 -0.30112
H -0.05060 0.12238 -2.61802
H -1.52427 0.54863 -3.39628
H -0.78659 -0.94678 -3.81100
H -1.60451 -2.03187 -1.87617
H -2.88071 -0.97130 -2.34445
H -2.41989 -0.92242 0.14324
H -2.06295 0.67664 -0.54153
H 2.78528 1.68652 0.50470
H 2.17238 2.39370 -0.95216
H 2.30098 0.59716 -0.79783
O 1.53048 -1.84820 4.46642
H 2.49098 -1.93177 4.51820
H 1.35999 -1.06902 3.92613
*
```

---

Record 3
This record from the Open Molecules 2025 dataset describes an isolated ion of composition C4H12N2 and charge +1 in a non-equilibrium geometry. The level of theory is ωB97M-V/def2-TZVPD.

Summary:
**HOMO-LUMO gap (spin up / spin down)**: 12.21 / 7.03 eV
**DFT total energy**: -7313.8869 eV
**LUMO energy (spin up / spin down)**: -0.10799 / -0.29710 hartree
**Energy relative to the best compared isomer or geometry (same formula, charge and spin)**: 12.84 kcal/mol

Structure (ORCA input):
```
! RIJCOSX wB97M-V def2-TZVPD def2/J DEFGRID3
* xyz 1 2
C 0.24556 -1.06491 1.42041
C -0.46804 0.08123 0.65742
C -0.64555 1.26918 1.61873
N 0.20740 0.50173 -0.51720
C -0.03946 -0.25702 -1.71145
N 1.03354 -0.07402 -2.72885
H -0.25955 -1.21214 2.37949
H 1.30530 -0.89605 1.59155
H 0.19699 -1.95498 0.78291
H -1.55509 -0.16103 0.42312
H 0.34689 1.59341 1.99039
H -1.13713 0.90167 2.51497
H -1.18247 2.12083 1.21273
H 0.36593 1.49653 -0.69635
H -0.94666 0.14709 -2.19450
H -0.23404 -1.29875 -1.40342
H 1.87294 -0.21725 -2.14579
H 0.89344 -0.97550 -3.19416
*
```

---

Record 4
This record from the Open Molecules 2025 dataset describes C2H4NP in the gas phase in a non-equilibrium geometry. The level of theory is ωB97M-V/def2-TZVPD.

Summary:
**HOMO-LUMO gap**: 8.74 eV
**Structure (SMILES)**: C[C@H]1N=P1
**DFT total energy**: -12915.3103 eV
**LUMO energy**: -0.01718 hartree
**Energy relative to the best compared isomer or geometry (same formula, charge and spin)**: 28.10 kcal/mol

Structure (ORCA input):
```
! RIJCOSX wB97M-V def2-TZVPD def2/J DEFGRID3
* xyz 0 1
C -0.91032 -0.17994 0.31487
C 0.51761 0.15419 -0.45837
N 1.53392 0.95795 0.14492
P 2.13196 -0.50002 0.00471
H -0.91996 -1.23482 0.58414
H -1.75145 0.07680 -0.30558
H -0.90871 0.40711 1.23084
H 0.30694 0.31872 -1.51553
*
```

---

Record 5
This record from the Open Molecules 2025 dataset describes a 2-piece molecular cluster, CH4IN overall in a non-equilibrium geometry. The level of theory is ωB97M-V/def2-TZVPD.

Summary:
**HOMO-LUMO gap (spin up / spin down)**: 8.51 / 8.20 eV
**DFT total energy**: -10687.6930 eV
**LUMO energy (spin up / spin down)**: -0.02248 / -0.03340 hartree
**Energy relative to the best compared isomer or geometry (same formula, charge and spin)**: 87.42 kcal/mol

Structure (ORCA input):
```
! RIJCOSX wB97M-V def2-TZVPD def2/J DEFGRID3
* xyz 0 1
C -0.07514 -0.36244 -0.33230
N -1.07810 0.66146 -0.44137
I -2.94625 0.10833 -0.03659
H -0.11693 -0.95509 0.58813
H -0.16365 -1.05706 -1.17501
H 0.89699 0.13011 -0.39000
H -0.25888 1.79396 1.03562
*
```

---

Record 6
This record from the Open Molecules 2025 dataset describes a 2-piece molecular cluster, C6H9N2O2 overall in a non-equilibrium geometry. The level of theory is ωB97M-V/def2-TZVPD.

Summary:
**HOMO-LUMO gap**: 8.55 eV
**DFT total energy**: -13445.5205 eV
**LUMO energy**: 0.13330 hartree
**Energy relative to the best compared isomer or geometry (same formula, charge and spin)**: 5.60 kcal/mol

Structure (ORCA input):
```
! RIJCOSX wB97M-V def2-TZVPD def2/J DEFGRID3
* xyz -1 1
C 0.96289 -2.01557 3.26158
C -0.30338 -2.05813 -0.04555
C 0.37595 -1.68025 1.94410
C 0.19992 -0.45914 1.33277
N -0.00894 -2.66354 1.08094
N -0.15651 -0.71268 0.05647
H -0.51373 -2.41762 -1.04287
H -0.45438 0.01795 -0.68471
H 0.25670 0.52949 1.75595
H 2.04829 -2.18122 3.19788
H 0.59037 -2.96388 3.64078
H 0.87651 -1.24896 4.03440
C 1.08206 2.28236 -1.94130
C -0.46096 2.27059 -1.85140
O -0.96154 1.13565 -1.57991
O -1.07358 3.32318 -2.06406
H 1.48190 3.29684 -1.94199
H 1.34885 1.79644 -2.88049
H 1.47387 1.70843 -1.10856
*
```

---

Question: Which value of energy relative to the best compared isomer or geometry (same formula, charge and spin) does entry 1 give?
Answer: 137.66 kcal/mol